# C20H14FNO

A 2-piece molecular cluster, C20H14FNO overall (ωB97M-V/def2-TZVPD, the Open Molecules 2025 dataset).

The geometry in XYZ format:
```
37
Properties=species:S:1:pos:R:3:forces:R:3:nbo_charge:R:1
O -0.258 -1.217 0.473 1.26 0.29 0.14 -0.710
C -1.496 -1.334 0.678 -2.15 0.05 0.25 0.424
C -2.200 -2.615 0.781 0.87 0.65 -0.24 -0.338
C -3.573 -2.697 0.773 -0.22 0.13 0.07 -0.140
C -4.369 -1.536 0.745 -0.07 0.06 -0.06 -0.301
C -5.801 -1.601 0.724 -2.02 -0.07 -0.05 0.304
N -6.974 -1.625 0.708 2.32 0.02 0.03 -0.389
C -3.736 -0.282 0.761 -0.23 0.03 0.17 -0.131
C -2.369 -0.176 0.794 0.71 -0.55 -0.27 -0.357
H -1.590 -3.515 0.806 -0.10 0.11 -0.08 0.210
H -4.073 -3.670 0.786 0.25 0.29 0.04 0.217
H -4.352 0.621 0.756 0.16 -0.26 0.08 0.210
H -1.883 0.796 0.837 -0.14 -0.06 -0.06 0.179
F 5.874 -1.106 2.435 -1.28 0.69 -0.65 -0.309
C 4.765 -0.525 1.875 0.63 -0.35 0.39 0.482
C 3.979 0.315 2.663 0.03 -0.01 -0.17 -0.299
C 2.833 0.847 2.097 -0.37 -0.26 -0.45 -0.072
C 2.447 0.573 0.744 1.02 -0.35 0.66 -0.194
C 1.199 1.093 0.314 -0.14 -0.14 0.09 0.207
C 0.642 1.266 -0.978 -0.85 0.25 -1.16 -0.179
C -0.401 2.242 -1.103 0.37 -0.55 0.22 -0.107
C -1.076 2.436 -2.295 0.07 0.04 -0.20 -0.215
C -0.711 1.711 -3.440 0.31 0.04 0.54 -0.126
C 0.340 0.787 -3.358 0.08 -0.08 0.08 -0.242
C 0.985 0.535 -2.151 -0.20 0.30 0.29 -0.043
C 3.359 -0.195 -0.037 -0.18 -0.06 0.37 -0.067
C 4.480 -0.786 0.537 -0.25 0.26 -0.17 -0.293
H 4.259 0.529 3.692 -0.04 -0.09 -0.24 0.251
H 2.187 1.492 2.694 0.15 -0.25 -0.09 0.227
H 0.647 1.596 1.108 0.05 -0.05 -0.16 0.219
H -0.667 2.824 -0.216 -0.02 -0.20 -0.30 0.220
H -1.894 3.156 -2.341 0.27 -0.21 0.00 0.231
H -1.236 1.868 -4.383 0.17 -0.07 0.31 0.230
H 0.653 0.241 -4.250 -0.20 0.09 0.31 0.228
H 1.716 -0.267 -2.084 -0.37 0.24 -0.22 0.203
H 3.166 -0.343 -1.094 0.18 -0.11 0.36 0.219
H 5.128 -1.435 -0.048 -0.08 0.20 0.18 0.250
```
Positions in Å, forces in eV/Å.

Computed properties:
frontier orbital gap: 3.6 eV
LUMO level: -3.0 eV
HOMO: -6.6 eV